Entry 1:
The following is a quantum chemistry calculation of a single CH4O3S molecule, from the OMol25 dataset.

Computed properties:
Total energy = -664.25207 Eh
Highest occupied orbital energy = -10.211 eV
HOMO-LUMO gap = 10.87 eV

```
! RIJCOSX wB97M-V def2-TZVPD def2/J DEFGRID3
* xyz 0 1
C 0.144 -0.889 -0.132
O 1.645 1.277 -0.691
O 0.009 2.661 1.052
O -0.311 1.304 0.808
S 1.117 0.498 0.481
H -0.371 -1.314 0.685
H 0.783 -1.593 -0.648
H -0.755 -0.815 -0.711
H 0.620 2.616 0.320
*
```

Need the Mulliken charges? In units of e they are:
1 C -0.93
2 O -0.62
3 O -0.31
4 O -0.17
5 S 0.61
6 H 0.37
7 H 0.33
8 H 0.36
9 H 0.35

Entry 2:
The following is a quantum chemistry calculation of a molecular structure, C47H39BrClMgN4O2PS2, from the OMol25 dataset.

Computed properties:
Total energy = -6556.04936 Eh
Highest occupied orbital energy = -6.281 eV
HOMO-LUMO gap = 6.62 eV

```
! RIJCOSX wB97M-V def2-TZVPD def2/J DEFGRID3
* xyz 0 1
Mg 0.156 -0.695 0.983
Br -7.230 -1.804 0.804
C -5.335 -1.945 0.696
C -4.775 -3.022 0.026
C -3.402 -3.099 -0.103
C -2.584 -2.105 0.433
C -3.163 -1.054 1.129
C -4.541 -0.970 1.267
N -1.154 -2.094 0.181
C -0.551 -3.305 0.720
C 0.465 -3.287 1.638
C 1.009 -4.497 2.205
C 2.017 -4.439 3.109
C 2.556 -3.184 3.501
C 2.040 -2.066 2.910
N 1.040 -2.091 2.014
H -5.411 -3.788 -0.396
H -2.968 -3.932 -0.642
H -2.525 -0.287 1.555
H -4.993 -0.150 1.808
H -0.972 -4.254 0.415
H 0.603 -5.446 1.879
H 2.429 -5.347 3.532
H 3.365 -3.114 4.214
H 2.430 -1.079 3.141
O 2.300 3.034 4.120
C 2.919 3.168 2.940
C 4.029 4.013 2.878
C 4.696 4.223 1.689
C 4.270 3.594 0.522
C 3.200 2.726 0.582
C 2.514 2.495 1.776
C 1.440 1.481 1.771
O 1.264 0.765 0.718
N 0.758 1.321 2.885
N -0.228 0.350 2.811
C -0.461 -0.249 3.917
S -1.716 -1.454 4.069
C -1.441 -1.760 5.845
C 0.031 -1.539 6.107
S 0.489 0.061 5.371
H 1.559 2.395 4.003
H 4.343 4.490 3.797
H 5.556 4.880 1.667
H 4.780 3.767 -0.416
H 2.872 2.199 -0.302
H -1.741 -2.787 6.046
H -2.063 -1.068 6.413
H 0.639 -2.305 5.621
H 0.257 -1.501 7.172
C 3.009 4.348 -4.336
C 1.727 4.756 -3.993
C 0.912 3.938 -3.228
C 1.382 2.705 -2.784
C 2.665 2.298 -3.140
C 3.477 3.113 -3.915
P 0.386 1.502 -1.810
C -0.850 1.138 -3.138
C -2.055 1.807 -3.337
C -2.955 1.354 -4.292
C -2.663 0.237 -5.061
C -1.453 -0.420 -4.889
C -0.555 0.033 -3.936
C -0.595 2.565 -0.690
C -0.098 3.751 -0.157
C -0.785 4.406 0.856
C -1.968 3.884 1.353
C -2.474 2.704 0.826
C -1.787 2.045 -0.180
H 3.641 4.992 -4.933
H 1.363 5.718 -4.331
H -0.090 4.264 -2.978
H 3.024 1.333 -2.800
H 4.472 2.788 -4.190
H -2.300 2.676 -2.742
H -3.896 1.873 -4.424
H -3.376 -0.117 -5.794
H -1.221 -1.298 -5.478
H 0.392 -0.481 -3.797
H 0.837 4.158 -0.519
H -0.382 5.323 1.266
H -2.487 4.386 2.159
H -3.405 2.297 1.203
H -2.186 1.123 -0.594
Cl 1.948 -2.125 -0.911
C 1.033 -3.233 -1.879
C 1.660 -4.287 -2.521
C 0.924 -5.103 -3.367
C -0.430 -4.874 -3.561
C -1.052 -3.830 -2.892
C -0.332 -2.997 -2.048
C -0.971 -1.861 -1.315
H 2.713 -4.468 -2.361
H 1.413 -5.915 -3.887
H -1.006 -5.505 -4.224
H -2.106 -3.634 -3.046
H -1.934 -1.631 -1.771
H -0.339 -0.980 -1.435
*
```

Need the Mulliken charges? In units of e they are:
1 Mg 1.12
2 Br -0.21
3 C -0.15
4 C -0.96
5 C 0.13
6 C -0.46
7 C -0.09
8 C -1.70
9 N 1.12
10 C -0.80
11 C 0.59
12 C -1.17
13 C -0.42
14 C -1.10
15 C -0.42
16 N 0.90
17 H 0.47
18 H 0.44
19 H 1.12
20 H 0.50
21 H 0.02
22 H 0.46
23 H 0.43
24 H 0.48
25 H 0.31
26 O -0.73
27 C 0.60
28 C -0.73
29 C -0.45
30 C -1.02
31 C -0.38
32 C -0.34
33 C 1.09
34 O -0.38
35 N -0.83
36 N -0.23
37 C 0.34
38 S -0.02
39 C -0.65
40 C -0.43
41 S -0.14
42 H 0.61
43 H 0.46
44 H 0.40
45 H 0.49
46 H 0.39
47 H 0.44
48 H 0.35
49 H 0.11
50 H 0.44
51 C -0.54
52 C -0.76
53 C -0.27
54 C 0.62
55 C -0.45
56 C -0.69
57 P 0.76
58 C 0.74
59 C -0.15
60 C -0.70
61 C -0.66
62 C -0.53
63 C -0.48
64 C 0.76
65 C -0.67
66 C -0.73
67 C -0.77
68 C -0.92
69 C -0.77
70 H 0.40
71 H 0.42
72 H 0.35
73 H 0.37
74 H 0.43
75 H 0.36
76 H 0.43
77 H 0.41
78 H 0.45
79 H 0.37
80 H 0.43
81 H 0.45
82 H 0.40
83 H 0.48
84 H 0.68
85 Cl -0.09
86 C 1.45
87 C -0.74
88 C -0.57
89 C -1.07
90 C -0.20
91 C -0.76
92 C 0.26
93 H 0.54
94 H 0.41
95 H 0.45
96 H 0.50
97 H 1.01
98 H -1.46

Entry 3:
The following is a quantum chemistry calculation of a molecular structure, C23H50BMgO11S5, from the OMol25 dataset.

Computed properties:
Total energy = -3949.52724 Eh
Highest occupied orbital energy = -11.221 eV
HOMO-LUMO gap = 9.03 eV

```
! RIJCOSX wB97M-V def2-TZVPD def2/J DEFGRID3
* xyz 1 1
Mg 0.208 -0.273 -1.149
B -0.836 0.420 0.494
H -1.410 0.928 1.253
H -0.459 -0.511 0.891
H -1.442 0.153 -0.357
H -0.002 1.056 0.240
C -3.238 -2.053 0.915
C -4.228 -1.670 1.958
O -3.861 -1.557 3.168
C -5.652 -1.486 1.416
H -2.405 -2.625 1.324
H -2.862 -1.163 0.410
H -3.762 -2.638 0.159
H -5.994 -2.361 0.864
H -5.859 -0.556 0.886
H -6.221 -1.408 2.343
C 0.867 5.245 -0.925
C 0.963 5.385 -2.423
C 1.479 4.031 -3.071
S 1.478 2.893 -1.646
O 2.778 2.822 -0.975
O 0.816 1.600 -1.896
C 0.326 3.834 -0.617
H 0.315 5.983 -0.343
H 1.911 5.443 -0.679
H 1.712 6.072 -2.815
H -0.054 5.625 -2.733
H 2.403 3.900 -3.635
H 0.658 3.745 -3.728
H 0.519 3.337 0.333
H -0.727 3.620 -0.799
C 1.878 -4.446 -0.531
C 1.924 -4.401 -1.963
C 0.609 -4.164 -2.725
S -0.579 -3.700 -1.371
O -1.930 -4.121 -1.540
O -0.376 -2.266 -1.144
C 0.488 -4.735 -0.130
H 2.221 -3.486 -0.146
H 2.658 -5.148 -0.236
H 2.472 -5.290 -2.275
H 2.682 -3.701 -2.312
H 0.250 -5.155 -3.003
H 0.698 -3.526 -3.605
H 0.324 -5.808 -0.227
H 0.144 -4.509 0.879
C -2.462 2.326 -3.998
C -3.497 1.542 -3.165
C -3.576 0.093 -3.632
S -1.791 -0.314 -3.929
O -1.707 -1.363 -4.957
O -1.117 -0.317 -2.662
C -1.554 1.289 -4.734
H -1.755 2.925 -3.424
H -3.066 2.815 -4.763
H -4.441 2.073 -3.288
H -3.142 1.512 -2.135
H -4.151 -0.023 -4.551
H -3.983 -0.655 -2.952
H -1.929 1.211 -5.755
H -0.509 1.583 -4.833
C 5.329 0.414 1.336
C 4.259 1.433 1.756
C 2.834 0.818 1.890
S 2.867 -0.724 0.866
O 1.853 -0.584 -0.248
O 2.940 -1.977 1.641
C 4.599 -0.349 0.181
H 5.553 -0.245 2.174
H 6.326 0.830 1.186
H 4.360 2.257 1.050
H 4.566 1.851 2.715
H 2.026 1.498 1.621
H 2.891 0.296 2.846
H 4.453 0.368 -0.627
H 5.034 -1.262 -0.225
C -1.158 -0.647 4.240
C 0.078 -1.462 4.366
C 0.748 -0.782 5.537
S 0.644 1.084 5.419
O 1.660 1.671 4.591
O 0.232 1.612 6.759
C -0.939 0.851 4.468
H -1.875 -1.125 4.907
H -1.489 -0.807 3.214
H 0.641 -1.272 3.453
H -0.036 -2.542 4.465
H 1.725 -1.187 5.800
H 0.143 -0.884 6.438
H -0.764 1.343 3.511
H -1.705 1.484 4.915
*
```

Need the Mulliken charges? In units of e they are:
1 Mg 0.77
2 B 1.61
3 H -0.30
4 H -0.31
5 H -0.28
6 H -1.00
7 C -0.17
8 C 0.61
9 O -0.55
10 C -1.31
11 H 0.16
12 H -0.28
13 H 0.47
14 H 0.35
15 H 0.29
16 H 0.40
17 C -0.85
18 C -0.76
19 C -0.57
20 S 0.70
21 O -0.63
22 O -0.83
23 C -0.41
24 H 0.49
25 H 0.27
26 H 0.37
27 H 0.34
28 H 0.56
29 H 0.10
30 H 0.25
31 H 0.35
32 C 0.41
33 C -0.78
34 C -0.70
35 S 0.79
36 O -0.72
37 O -0.50
38 C -1.03
39 H -0.42
40 H 0.48
41 H 0.39
42 H 0.35
43 H 0.43
44 H 0.35
45 H 0.44
46 H 0.43
47 C 0.05
48 C -0.50
49 C -0.90
50 S 1.11
51 O -0.81
52 O 0.37
53 C -0.93
54 H -0.28
55 H 0.46
56 H 0.50
57 H 0.04
58 H 0.43
59 H 0.43
60 H 0.42
61 H 0.42
62 C -0.75
63 C -0.77
64 C 0.04
65 S 0.92
66 O 0.07
67 O -0.68
68 C -0.91
69 H 0.32
70 H 0.43
71 H 0.18
72 H 0.48
73 H -0.11
74 H 0.35
75 H 0.32
76 H 0.50
77 C 0.39
78 C 0.25
79 C -1.10
80 S 1.01
81 O -0.52
82 O -0.70
83 C -0.52
84 H 0.50
85 H -0.71
86 H -0.35
87 H 0.38
88 H 0.51
89 H 0.48
90 H -0.07
91 H 0.49

Entry 4:
The following is a quantum chemistry calculation of a molecular structure, C44H44BrF4N2PS2ScSi2, from the OMol25 dataset.

Computed properties:
Total energy = -7263.64723 Eh
Highest occupied orbital energy = -3.533 eV
HOMO-LUMO gap = 5.45 eV

```
! RIJCOSX wB97M-V def2-TZVPD def2/J DEFGRID3
* xyz -1 1
Sc 0.424 -1.102 0.115
C -2.203 -1.266 2.087
N -1.131 -2.247 1.832
C -1.770 -3.504 1.368
C -0.795 -4.479 0.743
N -0.390 -3.961 -0.558
C -1.365 -4.353 -1.587
C 0.907 -4.354 -1.027
C 1.470 -5.570 -0.672
C 2.727 -5.931 -1.138
C 3.411 -5.071 -1.982
C 2.839 -3.860 -2.354
C 1.578 -3.478 -1.895
S 0.905 -1.904 -2.359
C -0.356 -2.543 3.040
C -1.020 -2.656 4.261
C -0.349 -2.998 5.422
C 1.015 -3.260 5.355
C 1.678 -3.148 4.147
C 1.023 -2.771 2.964
S 1.983 -2.596 1.507
H -1.820 -0.454 2.694
H -2.551 -0.856 1.135
H -3.066 -1.720 2.588
H -2.535 -3.232 0.639
H -2.280 -3.971 2.218
H -1.268 -5.467 0.662
H 0.081 -4.578 1.380
H -2.382 -4.152 -1.249
H -1.290 -5.429 -1.791
H -1.178 -3.794 -2.501
H 0.940 -6.235 0.001
H 3.169 -6.872 -0.833
H 4.400 -5.331 -2.340
H 3.378 -3.169 -2.991
H -2.087 -2.466 4.314
H -0.886 -3.061 6.362
H 1.564 -3.533 6.249
H 2.747 -3.316 4.090
F -6.512 1.284 -4.517
C -5.410 1.304 -3.774
C -4.718 2.475 -3.600
F -5.150 3.590 -4.189
C -3.575 2.487 -2.820
F -2.961 3.665 -2.715
C -3.074 1.353 -2.197
P -1.418 1.372 -1.321
C -1.695 2.812 -0.229
C -2.942 3.020 0.359
C -3.149 4.097 1.209
C -2.110 4.980 1.477
C -0.862 4.766 0.914
C -0.650 3.680 0.073
C -0.489 2.015 -2.771
C -0.163 3.345 -3.026
C 0.438 3.697 -4.228
C 0.689 2.734 -5.197
C 0.354 1.411 -4.954
C -0.219 1.053 -3.743
C -3.810 0.186 -2.380
Br -3.322 -1.453 -1.598
C -4.957 0.159 -3.161
F -5.658 -0.963 -3.337
H -3.764 2.343 0.149
H -4.122 4.246 1.662
H -2.271 5.823 2.138
H -0.034 5.425 1.143
H 0.339 3.507 -0.335
H -0.371 4.112 -2.293
H 0.704 4.732 -4.407
H 1.155 3.015 -6.135
H 0.566 0.645 -5.690
H -0.455 0.012 -3.554
C 1.695 0.244 3.657
Si 0.686 0.864 2.159
C -0.782 1.685 3.104
C 1.805 2.334 1.643
C 1.944 3.457 2.471
C 2.755 4.530 2.120
C 3.466 4.490 0.923
C 3.369 3.366 0.111
C 2.549 2.277 0.450
Si 2.481 0.710 -0.640
C 2.964 1.342 -2.361
C 4.061 -0.219 -0.123
H 2.006 1.102 4.268
H 2.593 -0.291 3.330
H 1.111 -0.431 4.292
H -0.569 2.730 3.349
H -0.949 1.155 4.051
H -1.722 1.677 2.541
H 1.396 3.505 3.411
H 2.833 5.394 2.775
H 4.100 5.322 0.635
H 3.942 3.339 -0.812
H 4.034 1.588 -2.382
H 2.398 2.238 -2.641
H 2.781 0.572 -3.118
H 4.925 0.459 -0.156
H 4.255 -1.062 -0.799
H 3.971 -0.620 0.891
*
```

Atomic partial charges in e from the Mulliken method, atoms 1 to 99:
1 Sc 0.59
2 C -1.38
3 N 1.89
4 C -1.02
5 C -1.65
6 N 1.80
7 C -1.54
8 C -0.73
9 C -0.29
10 C -0.89
11 C -0.72
12 C -0.68
13 C 0.78
14 S -0.63
15 C -0.57
16 C -0.63
17 C -0.88
18 C -0.76
19 C -0.94
20 C 1.10
21 S -0.57
22 H 0.35
23 H -0.12
24 H 0.45
25 H 0.57
26 H 0.34
27 H 0.44
28 H 0.58
29 H 0.51
30 H 0.36
31 H 0.10
32 H 0.33
33 H 0.39
34 H 0.36
35 H 0.44
36 H 0.33
37 H 0.39
38 H 0.36
39 H 0.45
40 F -0.31
41 C 0.65
42 C 0.28
43 F -0.31
44 C 0.24
45 F -0.42
46 C -0.79
47 P 0.97
48 C 1.20
49 C -0.95
50 C -0.67
51 C -0.99
52 C -1.02
53 C -0.60
54 C 1.52
55 C -0.44
56 C -0.71
57 C -0.67
58 C -0.62
59 C -0.97
60 C 0.16
61 Br -0.11
62 C 0.06
63 F -0.33
64 H 0.38
65 H 0.41
66 H 0.37
67 H 0.41
68 H 0.59
69 H 0.41
70 H 0.44
71 H 0.35
72 H 0.43
73 H 0.23
74 C -1.27
75 Si 1.51
76 C -1.80
77 C 0.27
78 C -0.62
79 C -0.92
80 C -0.72
81 C -0.39
82 C 0.20
83 Si 1.61
84 C -1.27
85 C -1.24
86 H 0.53
87 H 0.17
88 H 0.29
89 H 0.45
90 H 0.56
91 H 0.23
92 H 0.32
93 H 0.38
94 H 0.39
95 H 0.30
96 H 0.54
97 H 0.30
98 H 0.20
99 H 0.41